The following is a DFT calculation (ωB97M-V/def2-TZVPD) of a structure of composition C19H16BrNO3PRe in a non-equilibrium geometry.

Geometry as XYZ:
```
42
Properties=species:S:1:pos:R:3:forces:R:3:lowdin_spin:R:1
Re 1.143209 -0.982449 1.208692 1.07 2.75 -0.36 1.0022
O -1.170914 -6.360036 -0.407247 -0.02 -0.19 0.08 -0.0046
C -0.764553 -5.148843 -0.242905 0.14 0.43 0.01 -0.0039
C -0.984979 -4.074503 -1.140870 -0.02 0.06 -0.04 -0.0026
C -0.499641 -2.835143 -0.848749 -0.17 -0.09 -0.28 0.0040
N 0.196192 -2.566282 0.294768 0.38 0.31 0.54 0.0097
C 0.386706 -3.621528 1.137293 0.04 -0.04 0.11 0.0109
Br 1.343648 -2.983227 2.703658 -0.22 -0.50 0.01 0.0112
C -0.029884 -4.884980 0.950978 0.05 -0.22 0.20 -0.0015
H -1.684920 -6.540685 -1.212734 0.01 0.06 -0.06 0.0000
H -1.535842 -4.224953 -2.060658 0.01 -0.02 0.00 0.0000
H -0.640016 -2.008616 -1.530823 -0.01 0.00 0.05 0.0003
H 0.163580 -5.685906 1.654543 -0.02 0.03 0.01 -0.0002
O 2.936759 1.873806 3.618306 0.13 -0.88 -0.28 0.0015
C 2.235563 1.390186 2.800599 -0.76 2.90 0.18 0.0084
O 2.258519 0.116732 2.373518 -0.81 -3.13 -0.98 0.0353
C 1.127062 2.233551 2.101619 0.62 -0.92 0.31 0.0052
P 0.244572 1.191981 0.904633 -0.07 0.74 -0.30 -0.0192
C 1.292552 0.853377 -0.548860 -0.48 -0.52 1.06 -0.0164
C 0.646648 0.564772 -1.786271 -0.02 -0.15 -0.09 -0.0052
C 1.361209 0.614666 -2.957346 -0.08 -0.09 -0.06 0.0020
C 2.729516 0.915350 -2.931162 -0.05 0.02 0.15 -0.0234
C 3.384636 1.182797 -1.725692 0.09 -0.05 0.00 0.0043
C 2.686976 1.153023 -0.540326 0.08 0.07 -0.06 -0.0059
C -1.362869 1.897045 0.574017 0.24 -0.60 0.03 -0.0036
C -1.506395 2.823292 -0.464119 0.11 0.01 -0.08 -0.0029
C -2.705484 3.503264 -0.587051 0.01 0.06 0.01 0.0000
C -3.741658 3.264898 0.310314 0.10 -0.06 -0.04 -0.0024
C -3.598730 2.317451 1.318899 -0.06 -0.02 0.06 -0.0001
C -2.404352 1.634917 1.469829 -0.03 -0.06 -0.02 -0.0014
H 1.570356 3.117261 1.638466 -0.07 0.01 -0.10 -0.0009
H 0.436555 2.583692 2.872620 -0.14 -0.02 -0.08 0.0002
H -0.419091 0.364341 -1.803263 0.00 0.05 0.01 -0.0002
H 0.865916 0.432478 -3.901981 0.02 0.01 -0.01 0.0003
H 3.287861 0.950114 -3.858766 -0.01 0.01 -0.01 -0.0010
H 4.438522 1.428018 -1.724559 0.00 0.00 0.00 0.0004
H 3.202911 1.393610 0.379357 0.01 0.02 -0.02 -0.0004
H -0.688354 3.039639 -1.141293 -0.04 -0.01 -0.03 0.0000
H -2.827837 4.228161 -1.380310 0.01 0.03 0.02 0.0000
H -4.661539 3.827510 0.224872 -0.04 -0.06 -0.03 -0.0001
H -4.423672 2.105717 1.985461 0.03 0.07 0.05 0.0000
H -2.288720 0.915519 2.272532 -0.03 -0.01 -0.01 -0.0003
```
Forces are in eV/Å.

- Orbital gap (spin up / spin down): 5.348 / 5.756 eV
- Energy relative to the best compared isomer or geometry (same formula, charge and spin): 16.2 kcal per mole
- Electronic energy: -109025.491 eV
- Highest occupied orbital energy (spin up / spin down): -0.6680 / -0.6681 Eh
- Multiplicity: 2
- Net charge: +3